Density functional theory data (the ωB97M-V functional and the def2-TZVPD basis) for a 25-piece molecular cluster, C6H64NO26 overall.

Computed properties:
- HOMO level (eV) = -11.90
- energy above the lowest of the compared OMol25 structures with the same formula, charge and spin (kcal/mol) = 37.0
- charge = +1
- gap between HOMO and LUMO (eV) = 9.3
- DFT total energy (eV) = -61972.203

Last column: Löwdin charge in e.
Atoms and positions in Å:
O (-2.76685, 0.84905, -4.69991)  -0.113
O (0.89505, -5.45266, 1.54238)  -0.035
H (1.56504, -4.28279, -1.70222)  0.041
O (2.52684, -4.39700, 4.88828)  -0.188
H (0.65644, -5.24523, 2.43289)  0.066
O (2.22967, 2.91941, -1.76123)  0.057
H (-4.53540, 5.93428, -4.55017)  0.090
O (0.73351, -4.08251, -2.28243)  -0.097
H (0.93477, 5.16150, 1.46984)  0.134
H (-1.52532, -4.08357, 0.48495)  -0.038
H (2.55019, -5.80390, 1.02067)  -0.010
O (-3.96391, 6.62453, -1.36513)  -0.057
H (4.13784, -2.91322, 0.99125)  0.098
C (0.49065, -1.12056, 0.47210)  -0.081
H (-0.31993, -4.48769, 0.56278)  -0.085
H (-0.70482, 1.22255, -5.50504)  0.016
H (0.23325, 1.16891, 2.76641)  0.030
O (-0.98034, -4.53505, 0.00804)  0.091
H (0.11275, -4.01909, -1.57268)  -0.045
O (-0.10663, 6.50817, -0.39344)  -0.153
H (-5.96821, 3.70117, -2.27152)  0.085
O (-3.05131, -0.78743, 1.50069)  -0.058
O (-0.67679, 1.32199, 3.09472)  -0.037
O (-2.23319, 2.45728, -1.38351)  -0.197
O (-3.96112, 5.35053, -3.97508)  -0.097
H (5.66630, -2.71068, 4.84697)  0.014
H (1.70895, 0.31260, -3.26276)  0.035
H (-4.85269, 1.36466, -2.22426)  0.013
H (-3.16299, 0.74045, -3.71880)  0.041
H (0.61500, 4.40535, 2.67660)  -0.010
O (-0.79854, -1.63449, 3.99657)  -0.130
H (1.41012, -1.02003, -3.24919)  0.027
H (0.45303, -6.31173, 1.33779)  0.123
H (3.38784, -3.10575, 2.52977)  0.100
H (-3.77947, 4.58107, -4.60905)  0.096
N (0.38881, 0.19590, -0.22705)  0.069
O (1.85631, 1.98896, 1.66585)  -0.063
H (-4.75125, 6.86505, -0.82578)  0.067
H (-0.04898, -1.88500, -0.20806)  0.163
H (-0.38745, 7.09068, -1.22966)  0.121
O (-0.15081, 2.01692, -5.66108)  -0.097
H (-0.56501, 2.90103, -5.61164)  0.036
O (1.45792, -0.33343, -2.66084)  0.049
H (-0.53218, 1.94914, -2.09315)  0.072
H (0.78353, -1.89568, 4.40337)  0.044
H (-5.43862, 2.47722, 1.43933)  0.014
C (3.18562, -3.39797, 1.40680)  -0.104
H (4.33536, -2.20637, 5.19530)  -0.010
H (3.82796, -5.84912, 0.14821)  0.039
H (-3.95210, 1.86297, 1.34874)  0.073
H (3.33393, -5.38670, -2.29376)  0.112
H (-1.53800, -0.94078, 4.07790)  0.085
O (1.94311, -2.88888, 0.86923)  -0.199
O (6.56521, -3.19919, -0.67651)  0.017
H (2.29635, -1.08806, 1.75265)  0.121
H (1.35016, 2.89213, 1.68943)  0.028
H (-0.89456, 6.39383, 0.22552)  0.059
H (3.26944, -4.55988, 1.39557)  0.061
H (-3.47013, -0.12880, 2.08977)  0.041
O (-4.94389, 1.73870, 1.15821)  -0.051
H (-0.11399, 2.85769, -0.73109)  0.147
H (-0.13476, -1.35546, 1.29276)  0.094
O (-6.17047, 2.82738, -1.87009)  0.040
C (-2.37175, 3.62653, -2.15176)  -0.056
C (1.93305, -1.43789, 0.80168)  -0.159
H (-2.03968, 3.34167, -3.05808)  0.066
H (6.59725, -2.88188, 0.11010)  -0.086
H (-1.28799, -2.32315, 3.33859)  0.130
H (3.24124, -5.11102, 4.31551)  0.201
H (-1.03404, 2.08829, 2.69066)  0.002
H (-1.50512, 0.81722, 0.40655)  0.091
O (3.34978, -6.40503, 0.85252)  -0.147
H (-3.32882, 3.89298, -2.19207)  0.026
H (3.90011, -4.14730, -1.91429)  0.006
O (1.73610, -1.82559, 4.90077)  -0.156
H (0.85755, 1.06137, 0.16580)  0.145
O (0.56005, 4.27064, 1.81325)  0.005
H (2.83206, 2.88721, -1.11167)  -0.018
H (2.03140, -2.73805, 5.06656)  -0.053
H (2.57706, -1.04214, 0.01749)  0.129
H (-1.38136, 0.15807, -1.31335)  0.167
H (-3.67046, 1.58007, -1.75418)  0.044
H (0.95658, 0.08274, -0.98885)  0.054
H (-6.43272, 2.76132, -1.05977)  -0.062
C (-0.85638, 2.10302, -1.18279)  -0.166
H (1.85537, 3.72007, -1.57304)  -0.004
H (2.44521, 2.16834, 2.32994)  0.011
H (6.69654, -4.17341, -0.64096)  0.076
H (-3.46311, -0.84816, 0.63594)  0.046
H (2.65145, -4.70598, 5.85632)  0.093
O (5.16917, -1.91196, 4.85989)  -0.031
H (-3.93112, 5.89338, -1.94142)  -0.058
H (-3.16461, 0.17502, -5.19742)  -0.004
O (-4.03320, 0.93111, -2.41732)  -0.056
C (-0.95916, 0.78320, -0.48802)  -0.077
O (3.36449, -4.76040, -1.53424)  -0.012
H (-1.71617, 4.39733, -1.80854)  0.099